Entry 1:
This record from OMol25 describes one molecule with the formula C17H31NO. The level of theory is wB97M-V/def2-TZVPD.

Geometry (Å):
C  2.08212  -3.53765  1.72907
C  0.98365  -2.72700  1.10342
C  -0.08411  -2.35903  1.80135
C  -1.26066  -1.56158  1.32521
H  -1.00158  -0.95161  0.46243
C  -1.88290  -0.68721  2.41825
H  -2.05824  -1.30427  3.30243
H  -2.85642  -0.33443  2.06950
C  -1.09644  0.55630  2.87115
N  -1.07753  1.60193  1.84968
C  -2.00813  2.56666  1.94604
O  -2.87642  2.63016  2.78765
H  -1.91425  3.33307  1.15859
C  -0.06833  1.64363  0.79882
C  0.88984  2.81836  1.01303
H  0.37233  3.76746  0.89872
H  1.31691  2.78034  2.01182
H  1.70193  2.77731  0.29234
H  0.50378  0.71652  0.87960
C  -0.71471  1.68360  -0.59559
H  -1.56242  0.99393  -0.60662
H  -1.10259  2.68228  -0.80217
C  0.26010  1.28983  -1.70548
C  -0.43519  1.15482  -3.02827
C  0.02927  0.46371  -4.06204
C  1.33620  -0.27772  -4.01094
H  1.59936  -0.66114  -4.99293
H  1.27317  -1.11996  -3.32163
H  2.13757  0.37384  -3.66633
C  -0.71919  0.37027  -5.35681
H  -0.12539  0.79457  -6.16639
H  -0.91611  -0.67319  -5.60205
H  -1.66581  0.90157  -5.30451
H  -1.37555  1.68108  -3.11742
H  0.74725  0.34666  -1.44877
H  1.04670  2.04667  -1.78991
C  0.28846  0.24417  3.42656
H  0.77765  1.16039  3.74905
H  0.92112  -0.26215  2.70348
H  0.18237  -0.40513  4.29164
H  -1.68962  1.00071  3.68198
H  -2.03462  -2.26688  0.99919
H  -0.16126  -2.68863  2.82991
C  1.22640  -2.38871  -0.33890
H  2.04528  -1.67195  -0.42505
H  0.34279  -1.97745  -0.81704
H  1.52102  -3.28628  -0.88138
H  1.89979  -3.70043  2.78795
H  2.16268  -4.50750  1.23821
H  3.03968  -3.02994  1.61317

**LUMO level**: 0.703 eV
**Strongest force on any atom**: 0.589 eV/A
**Frontier orbital gap**: 9.6 eV
**Relative energy (zero: lowest compared OMol25 entry of this formula, charge and spin)**: 4.2 kcal per mole
**SMILES string**: CC(C)=CCC[C@@H](C)N(C=O)[C@H](C)CCC=C(C)C

Partial charges, natural (NBO), in e: atom 1 (C): -0.630, atom 2 (C): 0.020, atom 3 (C): -0.202, atom 4 (C): -0.442, atom 5 (H): 0.200, atom 6 (C): -0.394, atom 7 (H): 0.202, atom 8 (H): 0.220, atom 9 (C): -0.048, atom 10 (N): -0.454, atom 11 (C): 0.538, atom 12 (O): -0.628, atom 13 (H): 0.108, atom 14 (C): -0.038, atom 15 (C): -0.616, atom 16 (H): 0.207, atom 17 (H): 0.217, atom 18 (H): 0.211, atom 19 (H): 0.213, atom 20 (C): -0.393, atom 21 (H): 0.212, atom 22 (H): 0.202, atom 23 (C): -0.436, atom 24 (C): -0.212, atom 25 (C): 0.040, atom 26 (C): -0.660, atom 27 (H): 0.215, atom 28 (H): 0.221, atom 29 (H): 0.219, atom 30 (C): -0.630, atom 31 (H): 0.211, atom 32 (H): 0.211, atom 33 (H): 0.214, atom 34 (H): 0.194, atom 35 (H): 0.204, atom 36 (H): 0.207, atom 37 (C): -0.628, atom 38 (H): 0.213, atom 39 (H): 0.213, atom 40 (H): 0.220, atom 41 (H): 0.242, atom 42 (H): 0.221, atom 43 (H): 0.193, atom 44 (C): -0.654, atom 45 (H): 0.214, atom 46 (H): 0.214, atom 47 (H): 0.218, atom 48 (H): 0.213, atom 49 (H): 0.211, atom 50 (H): 0.209

=====

Entry 2:
This record from OMol25 describes C17H32AsN4NdO4PSTe as an isolated structure at a distorted geometry. The level of theory is wB97M-V/def2-TZVPD.

Geometry (Å):
Nd  6.58095  10.61663  11.14371
C  5.11849  15.85322  15.74192
C  5.70468  14.51327  15.22401
N  5.19169  14.18141  13.95930
C  5.30806  12.93238  13.43516
S  4.73822  12.83677  11.79689
N  5.77508  11.91793  14.22787
N  5.88168  10.77168  13.51976
C  5.66787  9.63002  14.09857
C  5.66187  9.59158  15.61601
C  5.57922  8.40909  13.36664
C  5.21559  7.18591  13.99712
C  4.94795  6.04326  13.29289
C  5.21559  6.08594  11.92385
C  5.65825  7.21424  11.34366
N  5.88896  8.34712  12.04201
H  5.67618  16.09527  16.73017
H  4.07836  15.81156  16.01141
H  5.34351  16.68002  15.07943
H  5.54070  13.67908  15.98787
H  6.81988  14.60896  15.12362
H  4.80670  14.92254  13.37045
H  5.92035  10.60349  16.03670
H  6.31949  8.75209  15.84415
H  4.68373  9.28889  16.10291
H  5.02475  7.22957  15.05555
H  4.56697  5.12852  13.76816
H  4.88704  5.23024  11.30443
H  5.80614  7.29017  10.25459
C  4.19376  11.68953  6.92555
As  5.99336  11.31119  7.33630
C  7.01593  13.00048  7.11056
C  6.60919  10.02535  6.09021
O  6.22755  10.66534  8.95737
H  3.79164  12.19871  7.79743
H  3.72003  10.75146  6.67564
H  4.14737  12.34496  6.05358
H  6.50866  13.59247  6.38862
H  8.03430  12.68883  6.89080
H  6.94764  13.59679  8.05274
H  5.76307  9.77191  5.40534
H  6.84939  9.13609  6.68975
H  7.48257  10.42097  5.49225
C  10.58705  9.55808  15.13047
C  10.17945  10.87515  14.42517
O  10.65425  10.99995  13.04324
P  9.78416  10.89156  11.73709
O  8.38946  11.54428  11.93561
Te  9.41819  8.58236  11.05009
O  10.43141  11.69802  10.56338
C  11.85180  11.80991  10.19765
C  11.96490  11.65982  8.73822
H  10.74107  9.76290  16.18372
H  11.57977  9.21809  14.73909
H  9.77804  8.80303  14.96846
H  10.72873  11.67597  14.96335
H  9.07775  10.99985  14.35714
H  12.35470  11.09144  10.74637
H  12.15443  12.77571  10.54599
H  13.01729  11.73742  8.42571
H  11.39333  12.50222  8.17976
H  11.55710  10.67682  8.49007

**Spin multiplicity**: 4
**Net charge**: +1
**LUMO level (spin up / spin down)**: -2.973 / -2.962 eV
**Strongest force on any atom**: 3.730 eV/A
**Frontier orbital gap (spin up / spin down)**: 6.8 / 6.9 eV
**Relative energy (zero: lowest compared OMol25 entry of this formula, charge and spin)**: 5.0 kcal per mole

Partial charges, natural (NBO), in e: atom 1 (Nd): 1.911, atom 2 (C): -0.619, atom 3 (C): -0.222, atom 4 (N): -0.584, atom 5 (C): 0.329, atom 6 (S): -0.402, atom 7 (N): -0.451, atom 8 (N): -0.313, atom 9 (C): 0.200, atom 10 (C): -0.692, atom 11 (C): 0.176, atom 12 (C): -0.214, atom 13 (C): -0.132, atom 14 (C): -0.248, atom 15 (C): 0.064, atom 16 (N): -0.538, atom 17 (H): 0.223, atom 18 (H): 0.218, atom 19 (H): 0.209, atom 20 (H): 0.220, atom 21 (H): 0.188, atom 22 (H): 0.420, atom 23 (H): 0.276, atom 24 (H): 0.224, atom 25 (H): 0.237, atom 26 (H): 0.229, atom 27 (H): 0.243, atom 28 (H): 0.236, atom 29 (H): 0.211, atom 30 (C): -0.996, atom 31 (As): 1.954, atom 32 (C): -0.940, atom 33 (C): -1.015, atom 34 (O): -1.210, atom 35 (H): 0.272, atom 36 (H): 0.258, atom 37 (H): 0.264, atom 38 (H): 0.249, atom 39 (H): 0.254, atom 40 (H): 0.269, atom 41 (H): 0.261, atom 42 (H): 0.279, atom 43 (H): 0.272, atom 44 (C): -0.642, atom 45 (C): -0.055, atom 46 (O): -0.852, atom 47 (P): 2.102, atom 48 (O): -1.197, atom 49 (Te): -0.538, atom 50 (O): -0.850, atom 51 (C): -0.045, atom 52 (C): -0.631, atom 53 (H): 0.225, atom 54 (H): 0.234, atom 55 (H): 0.219, atom 56 (H): 0.201, atom 57 (H): 0.203, atom 58 (H): 0.192, atom 59 (H): 0.192, atom 60 (H): 0.233, atom 61 (H): 0.210, atom 62 (H): 0.228

=====

Entry 3:
This record from OMol25 describes C17H32CdCl2O2P2 as an isolated structure at a distorted geometry. The level of theory is wB97M-V/def2-TZVPD.

Geometry (Å):
P  3.88951  0.66762  3.18225
P  -1.41118  -0.87957  -2.83814
C  2.72570  0.56543  1.63296
C  1.90415  -0.67007  1.40564
H  3.43993  0.64265  0.81715
H  2.06413  1.45878  1.64138
H  2.38701  -1.36229  0.70227
H  1.51306  -1.17249  2.28844
C  -1.21968  0.05528  -4.38834
H  -0.21771  0.04069  -4.81785
H  -1.50094  1.08323  -4.13151
H  -1.95882  -0.29963  -5.11218
C  -2.65089  -2.12211  -3.22824
H  -3.60161  -1.59904  -3.18128
H  -2.62389  -2.96049  -2.50061
H  -2.46379  -2.47040  -4.25591
C  3.89128  2.49329  3.31443
H  4.90129  2.74620  3.67644
H  3.15042  2.87950  4.03477
H  3.75171  2.99356  2.34117
C  2.68526  0.29585  4.52640
H  1.66841  0.12605  4.17729
H  2.69522  1.10122  5.27520
H  3.04067  -0.62186  5.00956
Cd  -0.07342  -0.23666  0.26966
C  -2.17503  -0.45679  0.05063
C  -2.20697  0.17540  -1.31264
C  -2.17832  1.75632  -1.33717
C  -1.72751  2.52417  -0.06008
C  -0.57970  1.87066  0.66800
C  -0.80251  1.14812  1.85954
C  -2.21982  0.77446  2.29022
C  -3.06802  0.17606  1.13107
C  1.96410  -0.21965  -1.86050
H  -2.29522  -1.54133  0.00027
H  -3.22657  -0.05185  -1.68158
H  -3.20640  2.12548  -1.51879
H  -1.56155  2.08117  -2.19049
H  -1.42169  3.53008  -0.37402
H  -2.56478  2.71097  0.62628
H  0.41819  2.30991  0.45053
H  -0.06716  1.17533  2.68002
H  -2.78583  1.64419  2.70377
H  -2.15684  0.04228  3.12198
H  -3.70773  -0.61547  1.55639
H  -3.74394  0.93658  0.69997
H  1.82191  -0.58896  -2.88520
H  2.78229  -0.80138  -1.40586
H  2.20771  0.84778  -1.86945
Cl  2.79186  -3.68496  -0.76739
C  1.33676  -3.90373  -1.78760
Cl  0.40758  -5.35261  -1.35239
C  0.36634  -2.75965  -1.52458
O  -0.12848  -2.15838  -2.58886
O  0.09063  -2.50777  -0.32565
H  1.65091  -3.94120  -2.83732

**LUMO level (spin up / spin down)**: -0.640 / -0.630 eV
**Strongest force on any atom**: 5.051 eV/A
**Frontier orbital gap (spin up / spin down)**: 4.9 / 5.0 eV

Partial charges, natural (NBO), in e: atom 1 (P): 0.741, atom 2 (P): 1.686, atom 3 (C): -0.675, atom 4 (C): -0.991, atom 5 (H): 0.221, atom 6 (H): 0.164, atom 7 (H): 0.204, atom 8 (H): 0.182, atom 9 (C): -0.984, atom 10 (H): 0.294, atom 11 (H): 0.270, atom 12 (H): 0.253, atom 13 (C): -1.009, atom 14 (H): 0.249, atom 15 (H): 0.279, atom 16 (H): 0.254, atom 17 (C): -0.950, atom 18 (H): 0.223, atom 19 (H): 0.216, atom 20 (H): 0.227, atom 21 (C): -0.941, atom 22 (H): 0.219, atom 23 (H): 0.218, atom 24 (H): 0.227, atom 25 (Cd): 1.543, atom 26 (C): -0.805, atom 27 (C): -0.398, atom 28 (C): -0.425, atom 29 (C): -0.440, atom 30 (C): -0.382, atom 31 (C): -0.231, atom 32 (C): -0.467, atom 33 (C): -0.410, atom 34 (C): -1.136, atom 35 (H): 0.217, atom 36 (H): 0.187, atom 37 (H): 0.220, atom 38 (H): 0.211, atom 39 (H): 0.230, atom 40 (H): 0.211, atom 41 (H): 0.248, atom 42 (H): 0.243, atom 43 (H): 0.226, atom 44 (H): 0.224, atom 45 (H): 0.225, atom 46 (H): 0.185, atom 47 (H): 0.149, atom 48 (H): 0.189, atom 49 (H): 0.177, atom 50 (Cl): 0.041, atom 51 (C): -0.303, atom 52 (Cl): 0.014, atom 53 (C): 0.807, atom 54 (O): -0.749, atom 55 (O): -0.620, atom 56 (H): 0.244

=====

Entry 4:
This record from OMol25 describes C17H32IN2NdO5P2 as an isolated structure at a distorted geometry. The level of theory is wB97M-V/def2-TZVPD.

Geometry (Å):
C  0.78469  -7.31578  0.38396
C  -0.20310  -6.30158  0.64778
H  0.34822  -8.29567  0.63145
H  1.66182  -7.12480  1.02954
H  1.04167  -7.28345  -0.69097
O  -0.82631  -5.33368  0.78378
I  3.07411  -3.46400  -0.85116
Nd  1.03039  -1.43461  -0.20407
P  -1.10741  -1.68569  -2.18916
C  -2.70350  -0.82426  -2.33560
C  -0.14048  -0.78337  -3.48640
H  -0.47160  -1.15644  -4.46669
H  -1.36475  -3.14015  -4.11515
H  0.93938  -0.97745  -3.37840
H  -0.47138  -3.92479  -2.77976
H  -2.63791  0.16126  -1.84534
H  -0.30980  0.30107  -3.42739
C  -1.33128  -3.28835  -3.02854
H  -2.96645  -0.69608  -3.39629
H  -2.24718  -3.78672  -2.69301
H  -3.48617  -1.40560  -1.82997
P  0.68337  -1.16925  2.69070
C  -0.53069  -0.29289  3.72539
C  1.12662  -2.67881  3.61791
H  2.94129  -0.29120  2.23705
H  2.61642  -0.44714  3.99398
H  1.92907  0.92432  3.05922
C  2.18849  -0.14375  3.02703
H  1.68244  -3.34789  2.94600
H  1.76429  -2.41481  4.47130
H  -0.15911  -0.21837  4.75836
H  -1.49064  -0.82654  3.71298
H  0.22980  -3.20076  3.96938
H  -0.70146  0.71925  3.32510
C  -1.45329  -0.90755  0.57158
O  -2.51237  -0.72763  0.98948
C  0.43876  3.77530  1.92354
C  -0.29319  4.27093  0.68628
C  0.08902  3.52101  -0.61938
C  -0.53751  4.24504  -1.84585
C  -2.02891  4.50538  -1.72949
C  1.60578  3.61616  -0.81772
O  2.20758  4.67561  -0.90477
N  2.32688  2.43198  -0.91513
C  1.83495  1.19240  -0.66863
O  2.62783  0.19529  -0.61103
N  0.51521  1.00515  -0.49410
C  -0.39293  2.03616  -0.55635
O  -1.59548  1.74279  -0.55569
H  0.23178  2.72007  2.13955
H  0.12176  4.35756  2.79593
H  1.52641  3.90508  1.85519
H  -1.38342  4.19454  0.82032
H  -0.05351  5.33805  0.54750
H  -0.01680  5.20511  -1.99052
H  -0.31268  3.63936  -2.73743
H  -2.22202  5.41295  -1.14391
H  -2.43424  4.65686  -2.73533
H  -2.51842  3.64486  -1.25667
H  3.33598  2.49550  -1.04039

**Spin multiplicity**: 4
**Net charge**: +2
**LUMO level (spin up / spin down)**: -8.370 / -8.369 eV
**Strongest force on any atom**: 5.521 eV/A
**Frontier orbital gap (spin up / spin down)**: 6.2 / 6.2 eV

Partial charges, natural (NBO), in e: atom 1 (C): -0.819, atom 2 (C): 1.001, atom 3 (H): 0.347, atom 4 (H): 0.358, atom 5 (H): 0.359, atom 6 (O): -0.245, atom 7 (I): -0.471, atom 8 (Nd): 1.409, atom 9 (P): 0.805, atom 10 (C): -0.946, atom 11 (C): -0.918, atom 12 (H): 0.257, atom 13 (H): 0.260, atom 14 (H): 0.236, atom 15 (H): 0.237, atom 16 (H): 0.290, atom 17 (H): 0.261, atom 18 (C): -0.933, atom 19 (H): 0.261, atom 20 (H): 0.250, atom 21 (H): 0.250, atom 22 (P): 0.787, atom 23 (C): -0.930, atom 24 (C): -0.929, atom 25 (H): 0.246, atom 26 (H): 0.256, atom 27 (H): 0.260, atom 28 (C): -0.918, atom 29 (H): 0.238, atom 30 (H): 0.262, atom 31 (H): 0.264, atom 32 (H): 0.253, atom 33 (H): 0.249, atom 34 (H): 0.262, atom 35 (C): 0.529, atom 36 (O): -0.450, atom 37 (C): -0.613, atom 38 (C): -0.391, atom 39 (C): -0.244, atom 40 (C): -0.374, atom 41 (C): -0.631, atom 42 (C): 0.711, atom 43 (O): -0.521, atom 44 (N): -0.638, atom 45 (C): 0.801, atom 46 (O): -0.730, atom 47 (N): -0.790, atom 48 (C): 0.720, atom 49 (O): -0.608, atom 50 (H): 0.173, atom 51 (H): 0.242, atom 52 (H): 0.215, atom 53 (H): 0.236, atom 54 (H): 0.244, atom 55 (H): 0.246, atom 56 (H): 0.200, atom 57 (H): 0.219, atom 58 (H): 0.230, atom 59 (H): 0.231, atom 60 (H): 0.449

=====

Q: The lowest strongest force on any atom belongs to which entry?
A: C17H31NO

=====

Q: Look up the strongest force on any atom of the third one.
A: 5.051 eV/A

=====

Q: What is the formula in the fourth record?
A: C17H32IN2NdO5P2

=====

Q: Look up the strongest force on any atom of the second one.
A: 3.730 eV/A